# 1
A single C5H3NO molecule, computed with the ωB97M-V functional and the def2-TZVPD basis.

The net charge is 0. Its SMILES is C#Cc1cnoc1. The energy above the lowest of the compared OMol25 structures with the same formula, charge and spin comes out at 94.02 kcal/mol. Its frontier orbital gap is 10.1 eV.

XYZ file:
```
10
Properties=species:S:1:pos:R:3:nbo_charge:R:1
C -0.286 -1.762 2.057 -0.326
C -0.128 -0.861 1.214 0.011
C 0.021 0.062 0.164 -0.317
C -0.925 0.424 -0.842 0.008
N -0.430 1.297 -1.669 -0.098
O 0.858 1.548 -1.224 -0.260
C 1.117 0.800 -0.162 0.226
H -0.394 -2.433 1.158 0.292
H -1.929 0.043 -0.983 0.235
H 2.096 0.882 0.287 0.228
```

# 2
A single C5H3NO molecule, computed with the ωB97M-V functional and the def2-TZVPD basis.

The net charge is 0. Its SMILES is C#C[C@@]1(C=O)C=N1. The energy above the lowest of the compared OMol25 structures with the same formula, charge and spin comes out at 95.79 kcal/mol. Its frontier orbital gap is 9.7 eV.

XYZ file:
```
10
Properties=species:S:1:pos:R:3:nbo_charge:R:1
C -0.050 -2.175 -0.842 -0.178
C -0.054 -1.089 -0.309 -0.063
C -0.050 0.292 0.138 -0.191
C 1.233 0.845 0.665 0.414
O 1.279 1.721 1.488 -0.483
C -1.236 1.051 -0.200 0.068
N -1.248 1.164 1.031 -0.165
H -0.061 -3.161 -1.266 0.245
H 2.143 0.335 0.298 0.131
H -1.956 1.018 -1.003 0.223
```

# 3
A single C5H3NO3 molecule, computed with the ωB97M-V functional and the def2-TZVPD basis.

The net charge is 0. Its SMILES is C#CC1=NO[C@@H](C=O)O1. The energy above the lowest of the compared OMol25 structures with the same formula, charge and spin comes out at 94.47 kcal/mol. Its frontier orbital gap is 9.7 eV.

XYZ file:
```
12
Properties=species:S:1:pos:R:3:nbo_charge:R:1
C -3.573 -0.693 0.029 -0.133
C -2.408 -0.379 0.062 -0.095
C -1.027 0.116 0.091 0.392
N -0.692 1.318 0.282 -0.121
O 0.628 1.452 -0.119 -0.332
C 1.010 0.135 -0.400 0.245
C 2.099 -0.447 0.530 0.383
O 3.143 -0.798 0.002 -0.479
O -0.099 -0.681 -0.433 -0.441
H -4.617 -1.001 0.315 0.261
H 1.594 0.221 -1.364 0.188
H 1.876 -0.625 1.613 0.131
```

# 4
A gas-phase ion, C5H3NO4 (charge -2), computed with the ωB97M-V functional and the def2-TZVPD basis.

The net charge is -2. Its SMILES is CC(C#N)(C(=O)[O-])C(=O)[O-]. The energy above the lowest of the compared OMol25 structures with the same formula, charge and spin comes out at 0.00 kcal/mol. Its frontier orbital gap is 7.6 eV.

XYZ file:
```
13
Properties=species:S:1:pos:R:3:nbo_charge:R:1
C -1.027 -0.865 0.479 -0.582
C 0.125 0.038 -0.043 -0.361
C 1.374 -0.879 -0.215 0.404
N 2.209 -1.637 -0.368 -0.502
C -0.115 0.729 -1.495 0.792
O -0.818 0.239 -2.430 -0.817
O 0.639 1.674 -1.644 -0.743
C 0.471 1.111 0.984 0.784
O -0.489 1.800 1.380 -0.807
O 1.595 1.103 1.469 -0.770
H -2.031 -0.496 0.221 0.216
H -0.920 -0.934 1.655 0.196
H -1.013 -1.883 0.007 0.192
```

# 5
A molecular structure, C5H3NO4S, computed with the ωB97M-V functional and the def2-TZVPD basis.

The net charge is -2. Its frontier orbital gap is 4.7 eV.

XYZ file:
```
14
Properties=species:S:1:pos:R:3:nbo_charge:R:1
C -4.353 -0.264 -0.080 -0.186
C -1.097 -2.388 -0.150 0.289
C -2.219 -0.251 -0.461 0.868
C -4.244 1.072 -0.050 0.579
C 0.054 0.000 -0.376 -0.445
N -1.076 -0.827 -0.665 -0.551
O -0.064 -2.555 0.481 -0.749
O -3.293 -0.991 -0.563 -0.439
O -2.371 0.991 -0.200 -0.651
O -4.563 2.238 0.176 -0.684
S -5.770 -1.148 0.044 -0.619
H 0.889 -0.629 -0.061 0.204
H 0.242 0.567 -1.264 0.182
H -0.237 0.457 0.568 0.202
```

# 6
A molecular structure, C5H3P, computed with the ωB97M-V functional and the def2-TZVPD basis.

The net charge is 0. The energy above the lowest of the compared OMol25 structures with the same formula, charge and spin comes out at 83.52 kcal/mol. Its frontier orbital gap is 8.3 eV.

XYZ file:
```
9
Properties=species:S:1:pos:R:3:mulliken_charge:R:1
C -0.149 0.819 0.929 -0.237
C 0.434 1.937 -0.155 -0.181
C 0.854 -1.311 0.536 -0.624
C 0.625 -0.211 1.221 0.197
C -0.262 -0.508 -0.096 0.124
P -0.075 0.868 -1.502 -0.015
H 1.335 -2.267 0.461 0.378
H -1.391 -0.709 -0.035 0.268
H -1.370 1.383 -1.359 0.091
```

# 7
A single C5H3P molecule, computed with the ωB97M-V functional and the def2-TZVPD basis.

The net charge is 0. Its SMILES is C1=c2cc[pH]c2=1. The energy above the lowest of the compared OMol25 structures with the same formula, charge and spin comes out at 0.00 kcal/mol. Its frontier orbital gap is 8.1 eV.

XYZ file:
```
9
Properties=species:S:1:pos:R:3:nbo_charge:R:1
C -0.543 1.514 -2.698 -0.023
C 0.250 1.109 -1.601 -0.028
C 0.780 0.782 -0.311 -0.260
C 0.347 -0.425 -0.027 -0.402
P -0.908 -1.106 -1.060 0.650
C -0.781 0.268 -2.084 -0.402
H 1.588 1.117 0.154 0.223
H 0.803 -1.060 0.733 0.221
H -1.855 -0.696 -0.188 0.021
```

# 8
A single C5H4 molecule, computed with the ωB97M-V functional and the def2-TZVPD basis.

The net charge is 0. Its SMILES is C#CC=C=C. The energy above the lowest of the compared OMol25 structures with the same formula, charge and spin comes out at 14.70 kcal/mol. Its frontier orbital gap is 9.6 eV.

XYZ file:
```
9
Properties=species:S:1:pos:R:3:nbo_charge:R:1
C 0.608 1.442 2.056 -0.217
C 0.208 0.546 1.361 -0.030
C -0.149 -0.544 0.521 -0.393
C -0.076 -0.424 -0.780 0.181
C -0.377 -0.341 -2.036 -0.507
H 0.931 2.237 2.684 0.235
H -0.482 -1.486 0.947 0.249
H 0.306 -0.371 -2.880 0.238
H -1.444 -0.529 -2.051 0.245
```